Molecular formula: C3H10NO2
Method: DFT, the ωB97M-V functional and the def2-TZVPD basis

XYZ file:
```
16
Properties=species:S:1:pos:R:3
C 0.223 0.725 1.510
N 0.570 1.091 0.160
C 1.479 0.126 -0.531
O 0.886 -0.983 -1.022
C -1.279 0.531 1.740
H 0.527 1.517 2.207
H 0.771 -0.151 1.883
H -0.286 1.125 -0.383
H 1.989 0.746 -1.305
H 2.256 -0.118 0.236
H -1.830 0.480 0.803
H -1.569 -0.385 2.255
H -1.779 1.344 2.283
H -2.020 -1.357 -1.003
H -0.563 -1.102 -1.566
O -1.547 -1.260 -1.837
```

Output
* charge: -1
* lowest unoccupied orbital energy: 0.15062 Eh
* orbital gap: 0.26965 hartree
* M: 92.1 g mol⁻¹

Löwdin population analysis, charges in e, atoms 1 to 2: -0.329, -0.084



Molecular formula: C36H43BrF4NO4
Method: DFT, the ωB97M-V functional and the def2-TZVPD basis

XYZ file:
```
89
Properties=species:S:1:pos:R:3
C 0.212 -1.462 1.481
C 0.536 -2.903 2.203
C 1.216 -4.028 1.223
C 2.822 -4.219 1.652
O 3.468 -2.937 1.388
C 4.653 -2.710 2.283
C 5.528 -4.064 2.447
C 3.964 -2.233 3.733
O 3.794 -3.118 4.749
O 3.532 -0.813 3.938
N 5.318 -1.495 1.719
O 4.932 -1.190 0.468
C 4.126 0.063 0.438
C 3.163 -0.082 -0.921
C 6.779 -1.349 1.968
Br 7.370 -1.309 3.876
C 7.418 0.031 1.270
C 6.886 1.414 2.029
H -0.155 -1.664 0.386
H 1.214 -0.815 1.525
H -0.590 -0.850 2.112
H 1.222 -2.650 3.145
H -0.478 -3.315 2.651
H 1.123 -3.814 0.077
H 0.702 -5.070 1.488
H 2.804 -4.572 2.766
H 3.217 -5.108 0.964
H 6.626 -3.953 2.830
H 5.576 -4.592 1.380
H 5.043 -4.889 3.162
H 3.468 0.203 1.416
H 4.789 1.026 0.232
H 3.531 0.731 -1.713
H 2.018 0.004 -0.679
H 3.372 -1.136 -1.433
H 7.384 -2.239 1.449
H 7.282 0.061 0.109
H 8.583 -0.021 1.525
H 6.534 2.128 1.139
H 7.729 1.983 2.608
H 5.912 1.222 2.687
F 0.795 1.107 -1.714
C 0.564 1.649 -2.917
C -0.007 2.914 -2.999
C -0.243 3.481 -4.252
C 0.084 2.771 -5.409
C 0.652 1.499 -5.316
C 0.898 0.937 -4.064
H -0.262 3.448 -2.089
H -0.681 4.473 -4.327
H -0.104 3.211 -6.386
H 0.902 0.946 -6.219
H 1.347 -0.046 -3.973
F -2.133 -1.842 2.933
C -2.473 -1.183 4.049
C -1.722 -1.363 5.205
C -2.073 -0.673 6.366
C -3.179 0.181 6.360
C -3.929 0.351 5.195
C -3.572 -0.330 4.032
H -0.872 -2.037 5.193
H -1.488 -0.800 7.273
H -3.454 0.715 7.266
H -4.792 1.013 5.194
H -4.138 -0.203 3.116
F -1.871 4.830 -0.561
C -3.041 4.437 -1.083
C -3.285 3.080 -1.270
C -4.505 2.671 -1.809
C -5.463 3.623 -2.164
C -5.206 4.982 -1.977
C -3.991 5.391 -1.428
H -2.526 2.356 -0.996
H -4.709 1.612 -1.952
H -6.413 3.303 -2.588
H -5.952 5.722 -2.259
H -3.779 6.443 -1.268
F -6.785 1.114 -2.413
C -6.809 0.606 -3.653
C -5.803 -0.266 -4.054
C -5.830 -0.799 -5.343
C -6.859 -0.447 -6.219
C -7.862 0.432 -5.808
C -7.840 0.957 -4.516
H -5.007 -0.522 -3.362
H -5.052 -1.488 -5.664
H -6.878 -0.860 -7.226
H -8.660 0.708 -6.494
H -8.617 1.635 -4.178
```

Output
* charge: -1
* lowest unoccupied orbital energy: 0.06928 Eh
* orbital gap: 0.22078 hartree
* M: 709.6 g mol⁻¹

Löwdin population analysis, charges in e, atoms 1 to 2: -0.127, -0.242



Molecular formula: C3HF3
Method: DFT, the ωB97M-V functional and the def2-TZVPD basis

XYZ file:
```
7
Properties=species:S:1:pos:R:3
C -0.153 0.339 0.357
C -1.438 0.308 1.078
C 0.581 1.395 -0.134
F -1.560 1.381 1.800
F 1.549 1.391 -0.968
F 0.459 2.627 0.455
H 0.207 -0.510 -0.276
```

Output
* charge: 0
* lowest unoccupied orbital energy: -0.02981 Eh
* orbital gap: 0.31408 hartree
* M: 94.0 g mol⁻¹

Löwdin population analysis, charges in e, atoms 1 to 2: -0.062, -0.043



Molecular formula: C8H14N2OS
Method: DFT, the ωB97M-V functional and the def2-TZVPD basis

XYZ file:
```
26
Properties=species:S:1:pos:R:3
C -2.262 -2.660 -0.482
C -2.499 -1.235 -0.106
C -3.036 -0.316 -0.931
C -3.488 1.004 -0.481
O -4.391 1.629 -0.995
N -2.894 1.475 0.670
S -1.556 0.698 1.351
N -2.200 -0.878 1.198
H -2.545 -2.842 -1.514
H -2.850 -3.315 0.164
H -1.208 -2.908 -0.346
H -3.322 -0.580 -1.935
H -3.327 2.256 1.142
H -1.816 -1.578 1.812
C 2.596 1.959 -0.802
C 3.042 0.941 -0.085
C 4.496 0.742 0.222
C 2.135 -0.105 0.490
H 1.546 2.078 -1.004
H 3.249 2.708 -1.212
H 4.638 0.606 1.297
H 4.868 -0.158 -0.275
H 5.089 1.591 -0.111
H 1.110 0.036 0.153
H 2.150 -0.047 1.580
H 2.477 -1.100 0.200
```

Output
* charge: 0
* lowest unoccupied orbital energy: 0.01330 Eh
* structure (SMILES): CC1=CC(=O)NSN1.C=C(C)C
* orbital gap: 0.32913 hartree
* M: 186.3 g mol⁻¹

Löwdin population analysis, charges in e, atoms 1 to 2: -0.027, -0.413



Molecular formula: C24H30BIN3O3S
Method: DFT, the ωB97M-V functional and the def2-TZVPD basis

XYZ file:
```
63
Properties=species:S:1:pos:R:3
C 0.777 -3.855 3.715
C 1.293 -2.851 3.331
C 1.775 -1.575 2.820
C 0.901 -0.455 3.371
C 1.136 0.018 4.646
C 0.349 1.028 5.139
C -0.651 1.596 4.383
C -0.893 1.132 3.110
C -0.116 0.095 2.619
S -0.508 -0.469 0.981
C -2.272 -0.359 1.049
C -3.086 -1.303 0.482
C -4.450 -1.167 0.581
I -5.557 -2.718 -0.326
C -5.043 -0.098 1.245
B -6.605 0.165 1.447
N -7.058 1.375 2.179
O -7.590 -0.681 0.996
C -4.165 0.838 1.788
C -2.796 0.725 1.718
N -1.914 1.688 2.287
O -2.589 2.732 2.899
H 0.364 -4.729 4.145
H 2.788 -1.385 3.166
H 1.735 -1.585 1.735
H 1.922 -0.445 5.222
H 0.529 1.379 6.144
H -1.254 2.390 4.785
H -2.643 -2.141 -0.034
H -6.632 2.208 1.784
H -6.764 1.334 3.150
H -7.614 -1.487 1.526
H -4.589 1.695 2.282
H -3.064 2.376 3.670
C 1.069 1.589 -3.689
C 2.181 1.358 -2.631
C 3.601 1.586 -3.192
C 4.167 0.458 -4.054
C 4.060 -0.888 -3.339
C 2.626 -1.214 -2.900
N 2.091 -0.049 -2.067
O 2.521 -0.095 -0.928
C 1.772 -1.493 -4.153
C 2.581 -2.517 -2.100
C 1.923 2.430 -1.571
H 0.665 0.680 -4.124
H 0.209 2.080 -3.238
H 1.428 2.218 -4.502
H 4.284 1.732 -2.349
H 3.600 2.521 -3.749
H 3.662 0.429 -5.021
H 5.217 0.667 -4.265
H 4.407 -1.688 -3.991
H 4.724 -0.889 -2.467
H 0.722 -1.639 -3.897
H 2.121 -2.407 -4.628
H 1.839 -0.720 -4.914
H 3.246 -2.507 -1.237
H 2.892 -3.340 -2.737
H 1.568 -2.727 -1.753
H 0.974 2.268 -1.058
H 1.877 3.396 -2.070
H 2.713 2.487 -0.823
```

Output
* charge: +1
* lowest unoccupied orbital energy: -0.24676 Eh
* orbital gap: 0.13026 hartree
* M: 578.3 g mol⁻¹

Löwdin population analysis, charges in e, atoms 1 to 2: 0.131, -0.131



no.,highest occupied orbital energy (eV)
1,-3.239
2,-4.123
3,-9.358
4,-8.594
5,-10.259